C30H44FeN2O5P2S2 as an isolated structure. Source: the Open Molecules 2025 dataset; level of theory: ωB97M-V/def2-TZVPD.

CARTESIAN COORDINATES (ANGSTROEM)
Fe  -0.26071  -0.56615  0.24969
C  -2.82110  -1.79109  -2.51932
C  -3.58919  -1.21388  -1.33342
C  -4.29422  -2.34237  -0.58204
P  -2.53703  -0.13441  -0.22936
C  -3.84103  0.40093  0.99725
C  -5.10191  0.97106  0.34366
C  -3.33612  1.38763  2.04305
C  -2.22504  1.32069  -1.28918
C  -3.12538  1.83761  -2.22069
C  -2.82422  2.90663  -3.04734
C  -3.80288  3.41317  -4.07400
C  -1.55031  3.46252  -2.91865
C  -0.63436  2.98197  -2.00887
C  -0.93748  1.89839  -1.15377
N  -0.03858  1.33828  -0.28142
C  1.00684  2.05963  0.25823
C  0.96661  3.44232  0.49741
C  2.01801  4.09827  1.11029
C  3.16556  3.42511  1.51437
C  4.29411  4.13318  2.21723
C  3.20790  2.05435  1.29230
C  2.15937  1.35902  0.69965
P  2.10098  -0.43671  0.35226
C  3.23558  -0.49274  -1.13485
C  3.16253  -1.73355  -2.02430
C  4.69420  -0.17299  -0.80039
C  2.85670  -1.43944  1.71308
C  4.00844  -0.89777  2.55394
C  3.16341  -2.84858  1.19650
H  -3.53587  -2.20542  -3.23701
H  -2.16698  -2.60094  -2.20253
H  -2.20687  -1.04706  -3.02483
H  -4.34600  -0.54554  -1.74931
H  -3.56891  -2.97748  -0.06431
H  -4.83056  -2.97094  -1.29823
H  -5.01759  -1.99127  0.15197
H  -4.10400  -0.53063  1.50568
H  -4.88125  1.91601  -0.15532
H  -5.85103  1.17146  1.11444
H  -5.55309  0.29840  -0.38630
H  -2.91527  2.28299  1.57551
H  -2.57311  0.95901  2.68534
H  -4.17367  1.70302  2.67158
H  -4.10865  1.38969  -2.31483
H  -4.82724  3.14916  -3.80445
H  -3.60730  2.99196  -5.06450
H  -3.75528  4.49984  -4.16896
H  -1.26307  4.28589  -3.56648
H  0.35141  3.42484  -1.96450
H  0.07757  3.99820  0.23032
H  1.93543  5.16490  1.29674
H  4.22873  5.21294  2.07477
H  5.26691  3.80630  1.84321
H  4.27755  3.94128  3.29334
H  4.08938  1.51348  1.61230
H  2.84979  0.35346  -1.71453
H  3.52512  -2.62217  -1.50408
H  3.81499  -1.58355  -2.89041
H  2.15224  -1.92333  -2.37184
H  5.17749  -1.01124  -0.29802
H  4.79850  0.70881  -0.16938
H  5.24635  0.01499  -1.72603
H  2.00600  -1.54407  2.38785
H  4.93315  -0.77528  1.98446
H  4.20042  -1.59742  3.37104
H  3.75042  0.05320  3.01639
H  4.07548  -2.88546  0.59992
H  2.34563  -3.24706  0.59053
H  3.29517  -3.51894  2.04914
O  0.05497  0.06203  5.91503
S  1.22481  -0.10765  5.08530
O  0.33173  -0.95155  3.32031
O  2.05883  -1.24579  5.40105
S  -0.26107  0.13581  2.37256
O  0.06589  -1.74145  -1.67822
C  -0.05185  -2.72965  -0.93411
C  0.12519  -4.18390  -1.30938
C  -0.18956  -4.89008  0.00668
C  -0.53090  -3.75226  0.98895
O  -0.91511  -3.93033  2.11876
N  -0.35532  -2.54535  0.34817
H  1.14577  -4.33696  -1.66669
H  -0.54668  -4.44340  -2.12900
H  0.65048  -5.45380  0.41303
H  -1.03987  -5.56883  -0.05245

Calculated values
* LUMO energy (alpha / beta): 2.57 / 2.56 eV
* <S²>: 0.785
* 2S+1: 2
* charge: -1
* orbital gap (alpha / beta): 6.579 / 6.592 eV

C30H44N4NiOP2Si as an isolated structure at a distorted geometry. Source: the Open Molecules 2025 dataset; level of theory: ωB97M-V/def2-TZVPD.

CARTESIAN COORDINATES (ANGSTROEM)
Ni  -0.29470  -2.15630  0.03489
C  -0.77308  3.83185  3.31515
C  -1.32560  3.05709  2.37164
C  -0.62809  2.31180  1.25651
C  0.79587  1.63682  1.58103
C  1.79742  2.43258  0.80238
C  1.96272  3.74714  0.97860
C  1.11987  4.76167  1.74408
C  0.53402  4.54223  3.18836
C  1.11401  -2.69688  1.46781
H  -1.29236  3.89614  4.29587
H  -2.35724  2.63078  2.51665
H  -0.42038  3.02243  0.43877
H  -1.37403  1.57024  0.83679
H  1.00622  1.47271  2.65903
H  0.68885  0.59200  1.28992
H  2.27029  2.02410  -0.08963
H  2.81022  4.26508  0.51418
H  0.25997  5.04940  1.08234
H  1.78764  5.66682  1.88437
H  1.18813  4.04358  3.91491
H  0.31373  5.56796  3.54852
H  0.54967  -3.37317  2.15162
H  1.52998  -1.84154  2.00392
H  2.01003  -3.28983  1.08897
P  1.46422  -1.60108  -1.28850
P  -2.18072  -0.85272  -1.21585
N  2.83248  -0.35848  -1.72149
N  2.18015  -2.80920  -2.57920
N  -2.24837  0.97762  -1.82024
N  -3.65188  -1.14231  -2.27517
C  0.26907  -0.73965  -2.30404
C  -0.99003  -1.59160  -2.42257
C  4.04171  -0.06944  -1.09251
C  4.82579  0.76119  -1.91444
C  4.05669  1.01957  -3.08901
C  2.84579  0.36052  -2.91809
C  2.54149  -4.13844  -2.44377
C  2.93421  -4.63063  -3.69194
C  2.83246  -3.55767  -4.61538
C  2.37855  -2.45462  -3.91237
C  -2.86828  2.06950  -1.21610
C  -2.73308  3.19659  -2.02959
C  -2.12070  2.76144  -3.24369
C  -1.75459  1.42987  -3.06539
C  -4.21303  -0.49521  -3.39428
C  -5.16987  -1.31524  -3.97444
C  -5.21264  -2.52534  -3.20229
C  -4.27759  -2.38884  -2.17864
H  0.58908  -0.52930  -3.32856
H  0.06587  0.23820  -1.84686
H  -1.38337  -1.64036  -3.44810
H  -0.80650  -2.63099  -2.09797
H  4.23908  -0.40936  -0.08803
H  5.81789  1.15782  -1.71900
H  4.29369  1.60452  -3.97951
H  1.99374  0.43370  -3.58802
H  2.51289  -4.62993  -1.48688
H  3.27873  -5.61763  -3.92447
H  3.06202  -3.54952  -5.66537
H  2.21580  -1.44723  -4.28099
H  -3.37617  1.98418  -0.26199
H  -3.05201  4.20314  -1.77703
H  -2.04800  3.32330  -4.17280
H  -1.14676  0.77862  -3.70007
H  -3.88651  0.51156  -3.67942
H  -5.78462  -1.05724  -4.84097
H  -5.85353  -3.37337  -3.39401
H  -4.00495  -3.07077  -1.39257
C  1.12950  -2.33119  5.59803
Si  -0.27746  -1.80703  4.53899
C  -1.52512  -2.16628  5.90942
C  -0.76944  -0.00404  4.97372
O  -0.50932  -1.74597  2.99842
H  1.08552  -1.61921  6.46606
H  2.12566  -2.24684  5.19721
H  0.97531  -3.33346  6.01746
H  -1.25198  -1.67748  6.85490
H  -2.48252  -1.73247  5.62006
H  -1.60739  -3.22340  6.13313
H  -0.23457  0.67956  4.30497
H  -1.87034  -0.00817  4.76732
H  -0.56917  0.26609  6.02527

Calculated values
* LUMO energy (alpha / beta): -0.47 / -2.67 eV
* <S²>: 2.030
* 2S+1: 3
* orbital gap (alpha / beta): 7.070 / 5.361 eV